A molecular structure, C54H50BrF3N3NbO8P, computed with ωB97M-V with the def2-TZVPD basis set.

Geometry as XYZ:
```
121
C54H50BrF3N3NbO8P, DFT ωB97M-V with the def2-TZVPD basis set
C -1.058 0.376 2.647
C -5.125 1.841 5.450
H 2.677 2.564 -1.744
H -0.361 0.155 1.852
C -6.024 2.135 6.468
C 6.286 4.928 5.913
O 4.618 -9.869 -1.161
H 7.070 2.404 8.027
H 0.477 3.413 -1.504
H 0.616 -5.831 -0.593
H -1.349 0.207 6.020
C -2.859 0.936 4.690
C 4.179 4.147 2.821
C 6.903 -5.471 -1.763
C -1.566 -0.080 -7.913
H -6.936 -0.254 -4.693
H 3.740 5.863 1.620
H 8.418 -6.980 -1.951
H -3.396 3.378 -4.185
C 2.765 -8.427 -0.951
F -1.751 -1.385 -8.058
O -4.823 2.034 1.862
C 3.246 -5.962 -1.047
C 2.308 -7.110 -0.878
H 5.196 -4.195 -1.516
C 0.521 -9.218 -0.633
C 4.924 4.942 3.832
C 1.865 -9.479 -0.834
C 0.070 -7.906 -0.538
C -3.851 2.705 -2.153
C -2.298 0.913 2.341
C 3.633 4.791 1.718
H -8.256 0.730 -4.570
H 1.597 -2.393 -2.111
C -7.537 3.080 4.855
H -4.127 0.960 -3.392
H -2.745 2.451 -6.211
C 2.963 4.061 0.752
C -1.613 0.402 4.990
H 2.222 -10.497 -0.903
H 7.435 4.831 7.716
H -6.022 1.951 -4.208
O 4.421 0.856 4.294
C -2.513 0.801 -7.450
N -7.671 0.069 -4.080
C -4.655 1.469 -2.584
H -0.424 1.535 -6.048
O -3.545 0.941 6.947
H -1.081 3.766 -1.418
H 0.258 -0.282 4.208
C 2.829 2.681 0.873
H -1.051 0.088 -5.274
C 4.032 2.762 2.958
H 2.392 -1.061 -3.751
C 5.896 2.196 6.250
H 3.260 0.930 -1.739
H -4.577 3.513 -2.003
C -7.079 0.662 -2.882
H 2.303 2.107 0.093
C 5.349 2.844 5.150
H 0.009 -1.672 -2.077
C 6.494 -7.833 -1.564
H -2.609 4.233 -2.891
C -3.197 1.203 3.357
C 4.581 2.049 4.143
F -3.518 1.187 -8.300
P 1.481 1.145 -3.359
C -6.053 1.803 -3.126
H -4.738 0.774 -1.748
H 5.739 1.134 6.375
C 6.641 2.910 7.172
H -0.980 -7.705 -0.373
C 7.370 -6.781 -1.774
H -0.180 -10.038 -0.549
H 2.542 4.570 -0.108
C -4.512 1.811 3.011
C -3.815 1.211 5.794
C 6.843 4.276 6.999
C 2.347 1.533 -1.762
C -1.210 1.171 -5.383
H 0.707 -1.010 -4.210
O -1.476 -0.354 -0.415
C 1.407 -0.711 -3.432
C 4.683 -6.262 -1.312
C -7.226 2.752 6.171
N -0.442 2.980 -1.534
H -6.590 -0.153 -2.348
F -0.361 0.249 -8.323
C 0.961 -6.854 -0.661
C -6.652 2.774 3.836
H -7.866 1.019 -2.217
H 3.261 0.967 2.087
H -8.473 3.573 4.626
H -3.418 0.939 -5.551
C 4.212 -8.726 -1.150
Br 0.069 4.257 -4.562
O 5.045 6.145 3.728
O 2.849 -4.821 -0.978
H 1.725 1.218 -0.937
C 1.068 -1.436 -2.114
C 5.533 4.217 4.988
C 5.564 -5.211 -1.528
H 6.434 5.990 5.776
H -5.774 1.882 7.489
C -2.566 1.379 -6.076
H 7.587 -4.651 -1.936
O -1.688 0.456 -2.382
C -2.875 3.226 -3.236
H -2.562 1.111 1.312
C 5.147 -7.579 -1.341
C 3.362 2.039 1.980
N -1.594 0.647 -1.036
C -5.446 2.149 4.128
H 1.396 -0.907 -1.223
Nb -0.925 2.131 -3.373
C -0.715 0.128 3.971
H -6.888 3.021 2.810
H 6.850 -8.853 -1.576
H -3.359 2.579 -1.189
H -7.924 2.985 6.966
H -6.452 2.714 -2.678
```

Computed properties:
* E_tot: -6125.7396 Ha
* molar mass: 1129.785 g/mol
* total charge: -1


A molecular structure, C54H50FGeN4O4OsP2S, computed with ωB97M-V with the def2-TZVPD basis set.

Geometry as XYZ:
```
118
C54H50FGeN4O4OsP2S, DFT ωB97M-V with the def2-TZVPD basis set
H -16.728 15.439 -1.457
H -19.671 20.263 -4.919
C -24.415 12.739 5.993
P -20.447 14.301 2.621
C -25.584 16.820 1.887
O -10.186 16.202 5.269
C -18.244 12.638 5.610
H -19.569 23.933 -3.314
F -21.244 17.251 3.651
C -13.899 18.750 0.814
H -17.642 11.785 5.782
C -23.944 13.265 0.935
C -18.801 15.956 1.199
C -19.122 14.708 6.485
C -17.391 15.148 -0.626
H -19.208 16.767 1.860
C -13.256 19.920 2.862
C -18.470 13.510 6.678
C -10.908 17.795 0.934
H -25.146 9.690 4.580
H -22.343 14.112 -0.352
H -20.231 24.294 -4.919
H -24.059 17.596 -0.673
H -20.343 23.079 2.055
C -17.773 16.145 0.296
H -12.592 20.018 3.683
C -23.803 13.002 -1.455
H -26.318 18.619 7.410
H -13.811 17.874 0.214
C -23.212 18.762 0.955
H -23.440 19.228 -2.457
H -26.178 16.370 2.659
O -18.284 21.716 -4.286
C -22.462 19.920 1.322
C -23.820 13.395 4.931
N -21.332 12.883 2.083
H -19.608 20.552 -3.197
C -10.039 17.578 3.463
C -21.409 21.998 0.626
C -23.567 18.534 -0.371
H -20.328 15.901 5.187
H -25.882 12.767 1.839
C -12.983 18.912 1.890
N -15.056 20.783 1.492
H -18.823 12.110 3.673
H -22.150 21.239 -1.832
H -22.730 17.679 5.270
O -10.137 18.710 5.765
S -9.489 17.530 5.234
H -14.471 21.764 3.127
C -23.199 19.408 -1.416
C -26.310 19.123 5.351
H -20.955 11.997 2.407
H -25.585 12.187 -2.348
H -23.229 13.042 -2.388
C -24.816 11.400 5.870
C -20.929 22.196 1.869
C -24.407 18.288 4.140
C -14.809 19.793 0.591
C -21.962 20.170 2.585
C -22.186 20.805 0.287
H -23.438 14.485 5.056
P -22.978 13.636 2.346
H -21.325 22.126 -3.397
O -8.071 17.557 5.358
H -25.402 10.926 6.666
N -11.230 18.111 3.264
H -21.205 22.661 -0.222
H -19.672 12.799 0.247
C -25.246 12.743 0.968
C -11.725 18.173 2.024
C -24.726 10.691 4.685
C -23.628 12.714 3.727
C -25.095 12.461 -1.439
H -23.861 10.875 2.617
H -25.996 19.540 3.284
H -25.301 16.030 1.255
H -15.359 19.825 -0.361
H -26.080 17.584 1.277
C -24.137 11.396 3.586
H -22.108 19.341 3.330
C -14.269 20.876 2.569
H -17.633 23.591 -4.546
H -27.332 19.529 5.351
H -18.542 22.876 -5.986
H -24.487 13.270 6.924
H -20.877 21.360 3.921
C -23.282 13.518 -0.297
C -21.219 21.248 2.900
N -9.239 17.044 2.549
C -19.858 23.487 -4.297
H -17.731 13.124 -1.262
C -19.073 13.711 0.366
H -23.853 17.817 7.324
Ge -23.861 17.600 2.412
H -9.206 16.516 0.489
C -22.515 20.544 -1.066
H -21.196 22.056 -5.137
C -9.773 17.110 1.276
C -25.835 12.395 -0.264
C -20.622 22.183 -4.235
Os -22.186 15.684 2.913
C -19.570 14.077 4.207
C -19.701 15.006 5.214
C -18.016 13.928 -0.568
H -19.364 15.352 7.329
H -11.176 17.859 -0.118
C -19.445 14.717 1.228
C -23.734 18.042 5.319
C -24.392 18.138 6.513
H -26.882 12.121 -0.318
C -18.881 12.873 4.415
H -17.276 17.103 0.270
H -18.191 13.170 7.649
C -25.708 18.625 6.516
C -25.593 19.034 4.193
C -18.491 23.024 -4.828
C -19.580 21.072 -4.185
```

Computed properties:
* E_tot: -5955.2382 Ha
* molar mass: 1194.871 g/mol
* total charge: +2
* 2S+1: 6